No. 1
Density functional theory data (ωB97M-V/def2-TZVPD) for a molecular structure, C26H65N5O15SZn.

Geometry as XYZ:
```
113
Properties=species:S:1:pos:R:3:forces:R:3:lowdin_charge:R:1
C 4.32753 -3.40259 -5.96695 -0.197 0.298 -1.848 -0.0088
C 3.98552 -2.36653 -4.89565 -0.195 -0.523 2.470 -0.4008
C 3.28210 -3.12312 -3.67028 -0.755 0.046 0.442 -0.1257
C 4.10144 -3.76373 -2.54235 1.129 0.911 -0.936 -0.1487
C 5.11478 -2.68280 -2.13740 0.132 0.465 0.092 -0.1177
C 6.12938 -2.28016 -3.24303 0.629 1.022 1.226 -0.4256
N 5.31142 -1.69749 -4.40652 4.182 1.284 -7.207 0.1418
O 5.94324 -0.97525 -5.40955 -4.033 -4.199 7.124 0.1698
C 6.95374 -3.49985 -3.70642 -1.273 -0.428 -2.374 0.0088
C 7.13154 -1.17322 -2.81289 -0.453 -0.326 -0.286 -0.0017
C 3.01805 -1.23483 -5.27712 1.153 -0.213 -0.465 -0.0044
H 4.81579 -3.04381 -6.87303 0.369 0.797 0.288 0.0980
H 3.36598 -3.66182 -6.41002 -0.287 -0.338 0.417 0.1055
H 4.87031 -4.32631 -5.76634 -0.257 0.187 0.923 0.0940
H 2.58308 -3.88855 -4.00731 0.270 -0.044 -0.912 0.1269
H 2.57123 -2.42755 -3.22426 0.312 0.421 0.213 0.1158
H 4.60067 -4.65399 -2.92484 0.159 -0.035 0.110 0.1057
H 3.50586 -4.10981 -1.69759 -0.225 0.389 -0.145 0.1276
H 5.66610 -2.90506 -1.22377 0.275 -0.259 -0.207 0.1353
H 4.60060 -1.75453 -1.88827 -0.394 0.019 0.149 0.1305
H 6.22324 -4.19922 -4.11305 0.125 -0.650 0.695 0.0574
H 7.62437 -3.97149 -2.98814 -0.391 0.469 0.328 0.1229
H 7.48269 -3.32681 -4.64364 0.571 0.681 0.285 0.1018
H 6.65108 -0.19822 -2.73145 0.069 0.003 -0.065 0.0973
H 7.91435 -1.17511 -3.57139 0.042 0.410 0.202 0.0904
H 7.56778 -1.40952 -1.84234 -0.081 -0.190 -0.097 0.1052
H 2.06710 -1.75542 -5.39017 -0.133 0.602 -0.266 0.1059
H 3.38519 -0.69640 -6.15085 -0.407 -0.351 -0.384 0.0941
H 2.99988 -0.46643 -4.50425 -0.333 -0.352 0.323 0.1011
C -3.66633 5.78671 -0.28083 -0.850 -1.206 -1.197 0.0590
N -4.43334 5.12225 -1.49889 2.322 0.107 0.383 -0.3476
C -4.89807 3.68573 -1.08689 2.497 1.096 -0.384 0.0496
C -5.64247 5.89788 -1.63630 -0.660 1.000 0.729 -0.0517
C -3.62259 5.25302 -2.84577 -0.008 -1.831 0.934 -0.0253
C -2.26225 4.45981 -2.82475 -0.257 1.986 -0.400 -0.2421
O -2.54001 3.11631 -2.81219 -0.364 -1.348 0.675 -0.0389
H -3.35720 6.79319 -0.56292 -0.440 -0.026 0.074 0.1121
H -2.77536 5.23530 0.01948 -0.276 -0.303 -0.216 0.1016
H -4.45274 5.70810 0.46983 0.569 0.572 0.419 0.1024
H -3.96646 3.26349 -0.71015 -0.270 -0.580 -0.282 0.0942
H -5.22023 3.19728 -2.00652 -0.296 -0.105 0.468 0.1152
H -5.56299 3.74152 -0.22497 -0.362 0.196 -0.548 0.1072
H -6.09334 5.64227 -0.67740 -1.276 0.537 -0.578 0.1006
H -6.19851 5.67055 -2.54582 -0.123 -0.334 0.345 0.1252
H -5.41881 6.96452 -1.61784 0.039 -0.022 -0.175 0.1159
H -3.60830 6.30845 -3.11770 0.318 -0.052 0.315 0.1368
H -4.31281 4.73694 -3.51313 0.293 0.043 -0.422 0.1262
H -1.60271 4.78606 -2.02059 -0.288 0.014 0.509 0.1208
H -1.62580 4.63842 -3.69144 -0.514 0.728 -0.496 0.1290
H -1.95327 2.71234 -2.16866 0.042 -0.504 -0.049 0.1098
Zn -2.19911 -2.34197 1.12836 1.351 1.241 -0.438 1.0810
S 0.73069 0.01103 0.72841 1.036 -0.281 -0.361 0.2018
O 1.12281 0.45785 -0.61826 0.526 -0.327 0.737 -0.2656
O 1.63655 0.55656 1.79904 -0.683 -1.140 -1.741 -0.2456
O -0.61713 0.35979 1.00717 -4.494 3.226 1.342 -0.3809
O 0.55712 -1.46605 0.79697 2.148 -2.511 0.370 -0.3986
C -0.09096 3.86952 5.22146 0.907 1.281 3.177 -0.3140
C -1.47167 4.21402 4.95402 -2.171 -0.506 -1.311 -0.2380
O -1.94549 3.26731 3.97656 -0.667 -0.014 -0.029 -0.0857
O 0.67457 4.00591 4.08962 0.848 -1.119 -1.667 -0.0287
H -0.04948 2.91923 5.75375 0.259 -0.400 -0.466 0.1384
H 0.34418 4.58883 5.91524 -0.217 0.130 0.510 0.1288
H -1.58355 5.21292 4.53239 0.150 0.240 0.117 0.1181
H -2.16239 4.09670 5.78904 0.333 0.166 0.253 0.1273
H -1.19878 3.03149 3.42121 0.071 0.093 -0.205 0.0569
H 0.94106 3.11126 3.86563 0.477 0.052 -0.496 0.0924
C -8.29454 -1.62755 0.10702 1.113 -1.190 -0.423 -0.1988
C -7.08483 -2.19199 0.97657 -1.782 -1.200 1.114 -0.2570
O -5.87371 -1.45923 1.01365 -0.626 0.519 -0.656 -0.0984
O -9.37317 -2.58461 -0.12423 1.732 0.872 0.464 -0.0635
H -7.75666 -1.46005 -0.82612 -0.693 0.204 -0.457 0.1104
H -8.74441 -0.69764 0.45487 0.363 0.106 0.295 0.1126
H -6.88744 -3.23744 0.73953 0.101 0.171 -0.771 0.1184
H -7.37789 -2.28258 2.02252 -0.542 0.060 0.267 0.1095
H -6.21584 -0.68533 1.46710 0.899 0.633 0.133 0.0822
H -9.66493 -2.81530 0.76080 -0.393 -0.228 0.072 0.0785
C 5.42548 3.55328 0.99726 -1.146 1.103 1.394 -0.2469
C 4.39243 4.20713 0.10854 -0.118 -0.206 -2.138 -0.2131
O 4.42454 3.59602 -1.22455 -0.423 0.164 0.933 -0.0925
O 5.19672 2.16890 1.16787 0.863 -0.605 -0.908 -0.0611
H 5.29294 4.01401 1.97617 0.166 0.327 0.283 0.1151
H 6.45056 3.79362 0.71525 -0.093 -0.676 -0.392 0.1271
H 4.47020 5.26419 -0.14580 0.825 0.108 0.619 0.1186
H 3.38000 4.14864 0.50813 -0.103 -0.490 0.307 0.1099
H 3.99524 2.74874 -1.08524 0.099 -0.299 -0.264 0.0567
H 4.32630 1.95103 1.50918 -0.173 0.456 0.155 0.0785
O -2.41191 -2.47743 5.03890 -1.306 0.182 1.588 -0.0507
C -2.99954 -2.60519 6.13691 1.957 0.314 -0.763 -0.5326
N -3.82291 -3.65712 6.36575 -0.016 0.567 0.544 0.1487
C -2.67678 -1.65304 7.36187 -0.662 -1.401 -0.600 0.0073
H -3.98929 -4.33477 5.63554 0.134 0.127 0.215 0.1099
H -4.10145 -3.84369 7.31850 -0.179 -0.118 -0.357 0.1047
H -2.93615 -0.62264 7.11875 0.382 -0.123 -0.051 0.0792
H -1.64413 -1.81302 7.67193 0.219 0.425 -0.645 0.0804
H -3.20132 -1.94563 8.27146 -0.539 0.000 -0.190 0.0632
O 3.85022 -0.61805 6.90091 -1.171 -2.473 -0.680 -0.0161
C 3.53159 -1.78813 6.55192 2.586 2.907 4.294 -0.5726
N 3.12392 -2.05225 5.33903 -0.786 -1.211 -1.613 0.1535
C 3.66176 -2.97750 7.57251 -0.132 0.957 -0.341 -0.0087
H 2.86304 -1.28086 4.74154 0.332 -0.288 -0.162 0.1187
H 3.21216 -3.00878 5.02701 -0.481 0.350 -0.336 0.1112
H 3.96224 -2.70053 8.58301 -0.093 0.921 -0.270 0.0737
H 4.46964 -3.66326 7.31724 -0.520 -0.442 -0.603 0.0725
H 2.65922 -3.38652 7.69776 0.230 -0.698 -0.326 0.0693
O -2.81407 -2.91074 -2.49379 -0.084 -0.856 0.033 -0.0369
C -2.98285 -3.80631 -3.33216 -0.758 4.419 -0.481 -0.5916
N -2.69570 -5.06059 -3.10945 0.119 -2.843 -0.065 0.1662
C -3.59462 -3.40249 -4.71443 0.357 -1.502 0.782 0.0104
H -2.88169 -5.75198 -3.82183 -0.055 0.150 0.097 0.1146
H -2.66321 -5.43360 -2.17142 0.316 0.372 -0.044 0.1212
H -4.01827 -4.33310 -5.09204 -0.251 0.202 -0.485 0.0664
H -2.85836 -3.05140 -5.43746 0.081 0.083 0.270 0.0791
H -4.39141 -2.67012 -4.58472 0.279 -0.047 0.167 0.0834
```
Positions in Å, forces in eV/Å.

Results
Multiplicity: 1
Gap between HOMO and LUMO, eV: 2.824
Charge: +2

No. 2
Density functional theory data (ωB97M-V/def2-TZVPD) for a molecular structure, C3H6Br2OS.

Geometry as XYZ:
```
13
Properties=species:S:1:pos:R:3:forces:R:3:nbo_charge:R:1
C -2.58514 -0.21722 0.89618 0.602 1.893 -0.304 -0.6639
C 0.19334 -0.28059 1.48401 1.445 -2.394 -1.261 -0.8516
C -0.41127 0.39963 -1.17323 2.090 -0.115 -2.010 -0.9436
O -0.96093 1.91839 0.98199 0.009 0.484 -0.801 -0.9080
S -1.02983 0.56878 0.47728 -0.263 -1.126 2.058 1.7572
Br -3.73666 1.08398 -0.11518 -0.273 -0.363 0.110 -0.0348
Br -2.50322 -1.84682 -0.03076 -0.108 -1.429 -0.599 0.0296
H 1.05151 0.39259 1.56791 -0.372 0.180 0.043 0.2557
H -0.23899 -0.50021 2.46963 -0.044 0.178 -0.486 0.2771
H 0.64631 -1.25914 0.99896 -1.360 1.838 0.915 0.2525
H 0.44095 1.09513 -1.17884 -0.099 -0.136 0.130 0.2591
H -0.03549 -0.53957 -1.65692 -0.210 0.073 1.799 0.2833
H -0.97577 0.68248 -2.04180 -1.417 0.916 0.406 0.2874
```
Positions in Å, forces in eV/Å.

Results
Multiplicity: 1
ΔE to the lowest compared entry with this formula, charge and spin, kcal per mole: 67.3
Gap between HOMO and LUMO, eV: 8.668
Charge: 0

No. 3
Density functional theory data (ωB97M-V/def2-TZVPD) for a molecular structure, C7H14MoPS.

Geometry as XYZ:
```
24
Properties=species:S:1:pos:R:3:forces:R:3:nbo_charge:R:1
C -0.13211 1.89592 -1.03197 0.277 0.318 0.493 -0.2958
C 1.30558 1.79895 -0.79499 -0.778 -0.071 0.122 -0.2997
C 1.53632 1.96136 0.60848 -1.133 0.643 0.060 -0.2581
C 0.26472 2.21923 1.23516 0.511 0.628 -0.466 -0.2646
C -0.77749 2.15895 0.24090 1.653 -0.181 -0.283 -0.2788
Mo 0.15826 0.15473 0.24902 0.096 0.044 -0.052 0.4995
P -0.40920 -1.32294 -1.71405 0.001 -0.723 -0.387 0.1134
H -0.62130 1.89356 -1.98985 -0.013 0.013 -0.081 0.2576
H 2.08593 1.71385 -1.54623 -0.300 -0.163 0.150 0.2678
H 2.51201 1.99803 1.08453 -0.322 -0.139 -0.007 0.2675
H -1.83586 2.23793 0.41942 -0.070 0.151 -0.022 0.2637
H 0.12922 2.57838 2.25116 0.052 -0.529 -0.070 0.2619
H 0.18462 -2.61981 -1.79947 -0.263 0.304 -0.057 0.0351
H -0.16636 -0.95931 -3.07473 0.031 0.136 0.625 0.0666
H -1.76334 -1.74339 -1.91886 0.482 0.195 0.225 0.0551
C -1.16998 -0.76284 4.01972 0.230 0.119 -0.169 -0.6909
S -1.07421 -0.84026 2.18374 -0.168 0.657 0.314 0.2776
C -1.09032 -2.56464 1.77837 -0.498 -0.966 0.149 -0.7518
H -1.29343 0.29322 4.29798 0.084 -0.367 -0.201 0.2536
H -0.27582 -1.17876 4.49900 -0.233 0.114 -0.246 0.2415
H -2.07028 -1.31355 4.31574 0.259 0.125 -0.143 0.2464
H -0.88450 -3.16205 2.67225 -0.121 0.036 -0.209 0.2552
H -2.09264 -2.77159 1.38631 0.333 -0.353 0.119 0.2450
H -0.33198 -2.79709 1.02994 -0.109 0.009 0.137 0.2320
```
Positions in Å, forces in eV/Å.

Results
Multiplicity: 3
Gap between HOMO and LUMO (spin up / spin down), eV: 7.650 / 6.726
Charge: +1